DFT (ωB97M-V/def2-TZVPD) results for C4H14N2Si2 as an isolated structure.

Element x y z (Å)
1 C 1.938 -1.765 -1.148
2 C -1.675 2.259 -0.222
3 C -1.437 -1.965 0.339
4 C 1.009 1.204 1.936
5 N 1.560 -0.908 -0.137
6 N -1.012 0.950 -0.382
7 Si -1.386 -0.540 -0.881
8 Si 1.348 0.675 0.118
9 H 2.956 -2.079 -1.146
10 H 1.193 -2.589 -1.169
11 H 1.858 -1.349 -2.184
12 H -1.226 2.565 0.731
13 H -1.311 2.834 -1.067
14 H -2.818 2.193 -0.424
15 H -2.376 -2.432 0.305
16 H -0.631 -2.689 0.089
17 H -1.326 -1.721 1.370
18 H 1.548 2.153 2.051
19 H -0.009 1.515 1.963
20 H 1.363 0.549 2.645
21 H -1.291 -0.987 -2.258
22 H 1.726 2.130 -0.530

Computed properties:
energy above the lowest of the compared OMol25 structures with the same formula, charge and spin: 153.68 kcal per mole
HOMO level: -0.2935 Eh
HOMO-LUMO gap: 7.26 eV
electronic energy: -23107.2789 eV
LUMO energy: -0.73 eV